Record 1
# CHFN2O3

CHFN2O3 as an isolated structure at a distorted geometry (ωB97M-V with the def2-TZVPD basis set, the OMol25 dataset).

Last column: Löwdin charge in e.
Positions of all 8 atoms, in Å:
O -3.227 0.861 0.303  0.079
C 0.177 0.239 0.778  -0.333
F 1.039 -0.302 1.647  0.088
H 0.411 0.171 -0.281  0.135
O -0.959 0.574 1.028  -0.024
N -0.743 -1.788 0.211  0.092
N -2.293 0.335 -0.136  0.039
O -1.887 -1.549 0.238  -0.076

Properties
- F_max: 4.0 eV/Å
- Kohn-Sham gap (spin up / spin down): 0.258 / 0.265 Ha
- Electronic energy: -12885.88053 eV

Record 2
# C21H34AuBN6O3S5

C21H34AuBN6O3S5 as an isolated structure (ωB97M-V with the def2-TZVPD basis set, the OMol25 dataset).

Last column: Löwdin charge in e.
Positions of all 71 atoms, in Å:
H -3.335 -4.631 0.582  0.120
C -2.544 4.001 -1.321  -0.022
C -0.132 -1.941 -4.310  -0.076
H -4.265 -0.236 -3.374  0.128
C 3.669 -1.184 -2.941  -0.024
H 4.697 -3.717 -3.464  0.089
H -2.321 5.048 -1.118  0.094
C -1.363 0.937 -2.615  -0.644
N -2.522 -2.125 -1.315  0.029
H 1.893 -2.068 -5.126  0.116
C -1.321 -3.203 2.664  -0.031
C -3.816 -3.494 2.833  -0.042
C 3.634 -3.601 -3.675  -0.037
H -2.954 -1.411 4.044  0.091
H -3.161 4.228 -4.020  0.074
H -1.212 -4.201 2.236  0.090
H -0.803 -1.689 -5.113  0.124
C -2.899 -3.435 -1.202  -0.051
C -3.436 0.410 -3.145  -0.040
H -4.129 2.491 -3.239  0.120
S -2.045 0.063 0.270  0.682
H 3.255 -0.464 -2.235  0.067
C -2.683 -2.603 2.317  -0.525
H 3.500 -0.820 -3.956  0.080
H 0.405 3.462 -3.033  0.070
H -1.531 3.928 -4.644  0.096
H -3.739 -0.718 2.619  0.085
H 3.059 -2.273 -0.548  0.046
S 2.576 0.761 1.608  0.141
B -2.014 -1.643 -2.708  -0.579
N -2.769 -2.563 0.813  0.017
O 2.558 2.184 1.764  -0.358
H -4.786 -3.140 2.479  0.098
H -3.700 -4.541 2.562  0.073
H -2.760 -2.125 -3.526  0.123
C 3.048 -2.564 -2.712  -0.534
S 0.319 0.758 -2.225  0.724
H -3.015 -4.062 -2.068  0.133
H 4.745 -1.242 -2.773  0.094
C -2.846 -1.235 2.973  -0.080
H 2.932 -3.964 -1.040  0.065
C 1.194 -2.127 -4.314  -0.066
C -1.717 3.534 -2.521  -0.534
H -1.859 5.353 -3.650  0.092
H -1.990 -0.588 2.824  0.005
H 3.148 -4.567 -3.534  0.094
C 3.374 -3.002 -1.289  -0.088
S 0.387 -2.825 -0.565  0.682
S 0.783 -0.026 2.346  0.355
C -2.421 -1.607 -0.080  -0.627
N -2.189 -0.093 -2.862  0.030
O 3.687 0.034 2.135  -0.334
C -2.098 4.299 -3.789  -0.030
H 4.462 -3.093 -1.241  0.091
H -1.218 -3.271 3.747  0.098
H -0.514 -2.580 2.278  0.025
H -3.616 3.910 -1.497  0.081
Au 0.264 0.137 0.070  0.496
O 2.303 0.350 0.129  -0.584
H -3.812 -3.447 3.920  0.090
C 0.475 -2.451 -2.221  -0.699
H 3.536 -3.312 -4.721  0.070
H -2.288 3.417 -0.436  0.088
C -3.057 -3.712 0.106  -0.039
N -2.066 2.087 -2.750  0.017
H 0.089 3.332 -1.301  0.062
C -0.245 3.794 -2.227  -0.082
H -0.141 4.875 -2.125  0.093
N -0.587 -2.124 -3.017  0.017
N 1.582 -2.445 -3.018  0.006
C -3.368 1.752 -3.077  -0.041

Properties
- F_max: 0.5 eV/Å
- Kohn-Sham gap: 0.220 Ha
- Electronic energy: -95961.42486 eV

Record 3
# C4H6N2O

One molecule with the formula C4H6N2O (ωB97M-V with the def2-TZVPD basis set, the OMol25 dataset).

Last column: Löwdin charge in e.
Positions of all 13 atoms, in Å:
C -0.646 -1.140 0.458  -0.545
H 0.831 0.736 -1.901  0.143
C -0.607 1.122 -0.228  -0.141
H -0.176 1.932 0.371  0.121
H 2.334 -0.884 -0.287  0.113
O -0.691 -2.057 1.243  0.083
N 0.180 -1.106 -0.766  0.073
H -1.338 1.545 -0.926  0.115
C 1.341 -0.507 -0.089  -0.090
C 0.474 0.332 -0.948  -0.216
H -1.610 0.354 1.498  0.147
N -1.217 0.102 0.602  0.079
H 1.124 -0.429 0.974  0.118

Properties
- F_max: 0.9 eV/Å
- SMILES: O=C1NC[C@H]2CN12
- Kohn-Sham gap: 0.399 Ha
- Electronic energy: -9271.82518 eV

Record 4
# C19H76N38O19

A 19-piece molecular cluster, C19H76N38O19 overall at a distorted geometry (ωB97M-V with the def2-TZVPD basis set, the OMol25 dataset).

Last column: Löwdin charge in e.
Positions of all 152 atoms, in Å:
C 12.879 16.342 14.773  -0.532
H 13.389 18.992 18.803  0.073
H 15.501 20.919 10.709  0.070
H 11.293 13.493 15.223  0.067
O 14.191 17.341 10.687  -0.005
O 10.960 12.468 18.304  -0.028
C 14.616 14.993 18.758  -0.701
O 15.675 11.754 9.675  0.054
N 14.042 15.382 17.535  0.169
H 12.170 15.661 23.781  0.110
N 12.517 16.339 9.516  0.173
H 15.719 11.609 12.142  0.087
C 17.378 20.277 10.077  -0.642
N 6.924 15.977 15.613  0.164
N 14.369 8.404 14.020  0.152
N 11.199 12.491 15.415  0.172
H 16.120 17.120 11.212  0.039
H 9.356 14.136 20.518  0.085
C 13.776 16.791 9.686  -0.625
H 15.802 14.314 9.276  0.117
C 8.569 14.577 12.408  -0.504
H 11.245 19.563 18.622  0.076
H 17.848 17.310 11.181  0.079
H 12.266 15.569 8.876  0.065
H 8.891 15.181 10.328  0.077
H 10.470 11.615 10.642  0.103
O 16.410 12.540 16.599  0.049
C 10.428 12.716 19.390  -0.617
H 13.049 21.029 15.406  0.104
H 9.910 14.690 19.003  0.073
C 14.389 8.474 12.699  -0.741
H 14.112 9.606 11.188  0.115
O 10.282 17.058 23.694  0.070
H 6.009 16.180 15.931  0.093
H 12.041 9.415 14.663  0.059
N 13.748 16.109 13.658  0.160
O 12.875 21.280 12.231  0.068
C 12.304 22.155 12.727  -0.823
H 17.882 18.711 16.001  0.105
N 15.616 12.537 11.766  0.177
H 9.898 12.408 9.191  0.086
H 9.158 15.495 14.832  0.048
O 7.974 17.270 17.167  -0.010
N 11.643 10.195 15.093  0.186
H 12.461 12.908 11.757  0.072
C 17.071 15.833 12.439  -0.558
H 14.645 15.800 16.897  0.061
H 15.350 17.226 8.523  0.086
H 9.454 17.341 21.445  0.108
H 12.287 15.447 22.046  0.084
N 11.100 21.949 13.310  0.165
H 10.322 13.791 13.365  0.052
H 7.085 15.423 14.813  0.020
O 11.392 14.191 8.952  -0.024
H 11.917 16.361 10.324  0.064
H 16.273 19.683 11.569  0.073
N 13.772 14.270 19.544  0.171
H 10.160 17.669 13.241  0.104
H 12.654 23.947 13.653  0.102
N 14.818 13.160 15.090  0.173
H 10.116 16.304 15.906  0.056
H 11.037 11.036 20.387  0.087
H 13.873 23.192 12.753  0.121
H 14.500 7.505 14.461  0.114
C 10.768 16.557 22.754  -0.791
H 11.334 10.173 16.038  0.088
H 14.154 16.277 7.752  0.083
N 17.608 21.132 9.051  0.167
O 14.578 7.479 12.036  0.048
N 9.978 14.487 12.733  0.160
N 10.907 18.063 12.662  0.192
C 16.296 18.558 14.749  -0.659
H 13.585 15.217 13.227  0.075
H 14.178 12.666 14.453  0.055
N 15.236 13.968 10.080  0.129
O 12.146 15.501 15.336  -0.041
H 14.724 11.284 17.568  0.086
N 10.493 11.854 20.457  0.163
H 11.353 18.915 9.674  0.082
N 10.177 16.661 21.556  0.175
N 12.879 23.310 12.925  0.176
N 11.784 15.718 22.861  0.178
N 16.357 20.523 11.010  0.166
H 7.336 15.242 10.839  0.112
H 14.294 13.772 20.215  0.088
H 15.818 16.457 14.429  0.057
N 13.050 17.625 15.392  0.172
C 11.897 11.512 14.669  -0.546
C 15.280 12.509 16.180  -0.697
H 14.656 20.986 14.906  0.081
O 15.366 19.061 14.140  -0.019
H 15.325 14.658 10.832  0.057
O 18.127 19.351 10.378  -0.010
C 8.037 16.641 16.114  -0.592
C 15.540 12.680 10.429  -0.717
N 11.333 19.188 10.644  0.150
H 12.220 19.449 11.049  0.048
H 16.967 16.920 15.563  0.093
H 15.701 13.274 12.431  0.036
H 18.472 20.984 8.562  0.109
N 14.375 11.555 16.666  0.144
H 10.656 14.813 12.075  0.045
H 17.159 22.015 9.114  0.093
H 10.656 16.459 20.708  0.037
O 11.498 16.485 18.769  -0.018
H 17.256 20.222 15.570  0.093
H 12.848 17.706 16.381  0.054
H 10.056 18.433 18.077  0.092
N 14.675 16.481 8.582  0.135
O 15.774 21.672 16.914  0.023
H 15.485 13.769 14.650  0.064
H 13.700 16.893 13.017  0.072
H 18.604 14.732 13.361  0.066
N 14.079 9.686 12.202  0.164
N 17.176 19.229 15.514  0.193
H 13.409 11.938 16.745  0.074
N 17.020 16.853 11.523  0.205
H 10.506 22.738 13.543  0.105
H 13.074 13.671 19.061  0.088
H 19.228 15.941 12.337  0.090
O 7.718 14.425 13.345  -0.054
H 9.965 11.986 21.299  0.101
N 10.569 12.295 9.905  0.170
O 9.993 17.277 10.740  -0.010
O 16.119 15.180 12.904  -0.082
O 12.712 11.852 13.770  -0.078
H 13.172 14.059 10.815  0.099
N 13.972 21.482 15.504  0.161
N 13.747 21.952 17.819  0.134
C 10.663 18.113 11.350  -0.640
H 14.322 21.949 18.637  0.089
N 9.245 16.365 15.377  0.142
C 11.848 17.672 18.659  -0.600
C 11.467 13.355 9.877  -0.628
H 14.752 9.153 14.561  0.092
H 10.599 21.156 12.921  0.097
N 11.050 18.717 18.110  0.150
H 10.706 12.178 16.237  0.058
H 12.828 21.518 17.828  0.074
N 18.441 15.514 12.803  0.156
N 9.799 13.933 19.646  0.180
H 13.892 18.123 15.108  0.042
O 15.655 15.441 19.125  0.061
N 16.393 17.203 14.807  0.177
N 13.102 18.092 19.205  0.148
H 13.193 14.895 17.295  0.070
C 14.571 21.608 16.731  -0.663
H 13.813 17.389 18.894  0.084
H 13.347 10.276 12.576  0.057
N 12.328 13.418 10.894  0.176
N 8.274 14.927 11.088  0.160
H 11.535 18.739 13.035  0.076

Properties
- F_max: 7.1 eV/Å
- Kohn-Sham gap: 0.350 Ha
- Electronic energy: -116482.99833 eV

Record 5
# C6H16O2

A 3-piece molecular cluster, C6H16O2 overall at a distorted geometry (ωB97M-V with the def2-TZVPD basis set, the OMol25 dataset).

Last column: Löwdin charge in e.
Positions of all 24 atoms, in Å:
C 1.923 -1.196 2.492  -0.131
C 1.532 -1.868 -0.988  0.003
H -6.794 2.385 0.194  0.006
H 2.566 -2.050 -1.248  0.046
H 2.171 0.411 1.140  0.082
H 1.039 -0.748 2.940  0.053
O -6.416 3.146 -0.260  -0.209
C 2.186 -0.675 1.062  -0.258
H -2.289 -0.993 -0.309  0.038
H -5.454 3.116 -0.220  -0.014
H 0.784 4.371 -3.079  -0.017
H -0.565 -1.051 1.367  0.088
H -1.219 -2.386 -0.625  0.067
C -1.280 -1.293 -0.621  -0.196
H -0.191 0.353 0.316  0.067
H 3.177 -1.014 0.782  0.092
H 0.818 -2.397 -1.596  0.038
H -1.078 -0.858 -1.594  0.053
C -0.269 -0.742 0.374  -0.297
O 1.714 4.222 -3.293  -0.264
H 2.808 -1.067 3.103  0.056
H 2.046 3.749 -2.511  -0.018
H 1.635 -2.244 2.498  0.068
C 1.156 -1.171 0.078  -0.354

Properties
- F_max: 1.2 eV/Å
- Kohn-Sham gap (spin up / spin down): 0.084 / 0.361 Ha
- Multiplicity: 2
- ⟨S²⟩: 0.7506
- Net charge: -1
- Electronic energy: -10574.87666 eV

Record 6
# C3H10NS

A 2-piece molecular cluster, C3H10NS overall at a distorted geometry (ωB97M-V with the def2-TZVPD basis set, the OMol25 dataset).

Last column: Löwdin charge in e.
Positions of all 15 atoms, in Å:
H 1.755 -1.701 -2.710  0.062
H 1.596 -0.427 -0.216  0.022
H -0.411 -0.675 1.852  0.075
C 1.292 -0.035 -1.207  -0.840
H 0.193 0.669 1.636  -0.028
C -1.555 1.024 2.014  -0.310
H -0.055 -1.110 -2.906  0.055
H -1.763 1.103 0.922  -0.009
H 0.470 -2.028 -1.556  -0.010
H -1.566 2.034 2.423  0.050
H 2.068 0.402 -1.918  0.023
N -0.386 0.262 2.353  -0.105
C 0.813 -1.254 -2.173  -0.246
H -2.471 0.545 2.527  0.070
S 0.021 1.190 -1.041  0.190

Properties
- F_max: 3.8 eV/Å
- Kohn-Sham gap: 0.247 Ha
- Net charge: -1
- Electronic energy: -15598.10322 eV